One molecule with the formula C3H6O in a non-equilibrium geometry, computed with ωB97M-V/def2-TZVPD.

- maximum force (eV/A) = 3.1
- SMILES string = C1COC1
- Kohn-Sham gap (Ha) = 0.3925

Last column: natural (NBO) charge in e.
Positions of all 10 atoms, in Å:
C 0.0553 0.7463 0.0721  -0.461
C 0.9551 -0.4719 -0.0175  -0.058
O -0.1763 -1.3609 -0.1427  -0.523
C -1.1031 -0.2524 -0.0212  -0.056
H 0.1237 1.4178 -0.7895  0.205
H 0.2213 1.3180 0.9816  0.211
H 1.8020 -0.1059 -0.8085  0.156
H 1.6121 -0.7951 0.7939  0.175
H -1.7381 -0.1659 -0.9130  0.175
H -1.7419 -0.3314 0.8681  0.174